ORCA calculation (the ωB97M-V functional and the def2-TZVPD basis) on one molecule with the formula C16H30N4O.

Results
* DFT total energy: -921.7615 hartree
* highest occupied orbital energy: -9.67 eV
* total charge: 0
* energy above the lowest of the compared OMol25 structures with the same formula, charge and spin: 421.9 kJ/mol
* SMILES: COCCCCCCCCCCCCc1nnc(C)nn1

Geometry (Å):
C: 5.03 -1.25 1.94
O: 4.79 0.10 1.45
C: 3.48 0.06 0.85
C: 3.15 1.33 -0.01
C: 3.45 1.18 -1.55
C: 2.83 -0.10 -2.22
C: 1.23 -0.18 -2.13
C: 0.73 -1.58 -1.54
C: 0.39 -1.40 -0.01
C: -0.71 -2.42 0.54
C: -1.67 -1.65 1.53
C: -3.21 -1.69 1.16
C: -3.53 -1.61 -0.38
C: -2.85 -0.41 -1.14
C: -3.08 0.98 -0.42
N: -4.30 1.55 -0.66
N: -4.47 2.73 -0.10
C: -3.41 3.19 0.63
C: -3.60 4.62 1.26
N: -2.21 2.60 0.89
N: -2.04 1.42 0.33
H: 5.42 -1.86 1.09
H: 5.67 -1.26 2.85
H: 4.03 -1.69 2.24
H: 2.71 -0.01 1.67
H: 3.39 -0.90 0.28
H: 2.09 1.64 0.20
H: 3.78 2.18 0.39
H: 4.56 1.18 -1.71
H: 3.04 2.08 -2.08
H: 3.29 -1.05 -1.84
H: 3.06 -0.02 -3.32
H: 0.90 0.69 -1.50
H: 0.82 0.01 -3.16
H: 1.54 -2.31 -1.76
H: -0.21 -1.85 -2.11
H: 0.02 -0.35 0.12
H: 1.34 -1.59 0.56
H: -0.14 -3.18 1.15
H: -1.22 -2.99 -0.26
H: -1.58 -2.16 2.53
H: -1.35 -0.59 1.73
H: -3.69 -0.79 1.63
H: -3.68 -2.58 1.65
H: -3.18 -2.55 -0.91
H: -4.64 -1.60 -0.52
H: -3.36 -0.33 -2.14
H: -1.77 -0.53 -1.35
H: -3.42 4.60 2.36
H: -4.60 5.05 1.03
H: -2.82 5.26 0.74

Okay, here come the Mulliken numbers, in e, for every atom: C -0.697; O -0.456; C -0.260; C -0.499; C -0.970; C -0.789; C -0.413; C -1.029; C 0.028; C -0.827; C -0.743; C -0.812; C -0.848; C 0.754; C -0.088; N -0.293; N -0.397; C 0.624; C -0.834; N -0.837; N 0.493; H 0.253; H 0.292; H 0.288; H 0.324; H 0.239; H 0.287; H 0.374; H 0.379; H 0.315; H 0.430; H 0.312; H 0.178; H 0.457; H 0.512; H 0.360; H 0.043; H 0.186; H 0.435; H 0.370; H 0.440; H 0.353; H 0.246; H 0.438; H 0.337; H 0.412; H 0.482; H -0.643; H 0.260; H 0.293; H 0.237

ORCA calculation (the ωB97M-V functional and the def2-TZVPD basis) on one molecule with the formula C16H30N8O.

Results
* DFT total energy: -1140.8714 hartree
* highest occupied orbital energy: -8.19 eV
* total charge: 0
* energy above the lowest of the compared OMol25 structures with the same formula, charge and spin: 29.0 kJ/mol
* SMILES: CCN(CC)CCNc1nc2nonc2nc1NCCN(CC)CC

Geometry (Å):
C: -2.16 -2.65 1.69
H: -1.29 -2.01 1.59
H: -2.11 -3.16 2.65
H: -2.13 -3.41 0.90
C: -3.43 -1.82 1.61
N: -3.47 -1.02 0.40
C: -4.11 0.28 0.54
C: -5.60 0.25 0.90
H: -5.97 1.27 0.97
H: -6.18 -0.28 0.15
H: -5.75 -0.24 1.87
H: -3.56 0.83 1.31
H: -3.98 0.81 -0.40
C: -3.84 -1.75 -0.80
H: -3.69 -2.81 -0.62
C: -2.95 -1.31 -1.99
N: -1.56 -1.31 -1.60
C: -1.04 -0.18 -1.05
N: -1.64 0.96 -1.26
C: -1.09 2.02 -0.63
N: -1.46 3.27 -0.62
O: -0.62 3.89 0.23
N: 0.31 3.07 0.75
C: 0.05 1.89 0.24
N: 0.72 0.72 0.39
C: 0.22 -0.28 -0.27
N: 0.85 -1.48 -0.19
H: 0.72 -2.12 -0.96
C: 2.12 -1.57 0.49
H: 2.04 -0.97 1.39
C: 3.28 -1.06 -0.39
N: 4.54 -1.17 0.31
C: 5.70 -1.24 -0.56
C: 6.04 0.02 -1.37
H: 6.36 0.82 -0.71
H: 5.19 0.35 -1.95
H: 6.86 -0.20 -2.05
H: 6.55 -1.51 0.06
H: 5.52 -2.07 -1.26
C: 4.68 -0.32 1.49
H: 4.13 -0.81 2.30
H: 5.73 -0.34 1.76
C: 4.20 1.13 1.37
H: 3.12 1.19 1.23
H: 4.45 1.65 2.29
H: 4.68 1.64 0.55
H: 3.34 -1.68 -1.29
H: 3.04 -0.03 -0.70
H: 2.30 -2.62 0.76
H: -1.26 -2.17 -1.17
H: -3.09 -2.00 -2.82
H: -3.20 -0.30 -2.30
H: -4.89 -1.60 -1.09
H: -3.44 -1.13 2.46
H: -4.31 -2.48 1.70

Okay, here come the Mulliken numbers, in e, for every atom: C -1.139; H 0.147; H 0.487; H 0.261; C -0.724; N 0.835; C -0.828; C -1.277; H 0.443; H 0.272; H 0.301; H 0.454; H 0.321; C -0.876; H 0.459; C -1.034; N -0.225; C 0.418; N -0.486; C 0.386; N -0.683; O -0.046; N -0.695; C 0.608; N -0.221; C 0.280; N 0.050; H 0.341; C -1.170; H 0.378; C -0.553; N 0.136; C -0.672; C -1.028; H 0.233; H 0.277; H 0.428; H 0.406; H 0.388; C -0.837; H 0.361; H 0.470; C -0.596; H -0.001; H 0.429; H 0.171; H 0.429; H 0.355; H 0.376; H 0.273; H 0.419; H 0.458; H 0.274; H 0.469; H 0.301

ORCA calculation (the ωB97M-V functional and the def2-TZVPD basis) on a 3-piece molecular cluster, C16H30NO10 overall.

Results
* DFT total energy: -1434.5878 hartree
* highest occupied orbital energy: -12.42 eV
* total charge: +1

Geometry (Å):
C: 3.75 -2.66 -0.15
C: 2.98 -1.82 -1.12
O: 2.21 -2.21 -1.93
O: 3.27 -0.44 -1.06
C: 2.34 0.43 -0.64
O: 2.26 1.53 -1.10
C: 1.37 -0.01 0.45
C: -0.09 0.02 -0.06
C: -0.31 -0.03 -1.60
O: -1.18 -1.09 -1.95
C: -2.45 -1.05 -1.34
C: -2.31 -0.97 0.20
N: -0.85 -1.15 0.51
H: 3.13 -2.85 0.74
H: 3.99 -3.61 -0.61
H: 4.65 -2.15 0.18
H: 1.48 0.73 1.25
H: 1.63 -0.98 0.90
H: -0.58 0.90 0.35
H: 0.61 -0.23 -2.14
H: -0.71 0.92 -1.94
H: -3.07 -0.23 -1.72
H: -2.94 -1.98 -1.61
H: -2.61 -0.01 0.61
H: -2.88 -1.77 0.67
H: -0.74 -1.18 1.53
H: -0.52 -2.03 0.11
C: 2.42 3.65 -3.85
C: 1.17 3.85 -3.02
O: 0.68 5.20 -3.08
C: 0.02 5.51 -4.20
O: -0.24 4.74 -5.10
O: -0.32 6.79 -4.15
C: -0.99 7.28 -5.31
H: 3.18 4.37 -3.55
H: 2.80 2.65 -3.71
H: 2.20 3.80 -4.91
H: 1.38 3.68 -1.96
H: 0.38 3.16 -3.32
H: -1.87 6.67 -5.53
H: -0.32 7.29 -6.17
H: -1.30 8.30 -5.07
C: -0.58 -3.22 7.13
C: -0.26 -2.46 5.86
O: -0.39 -3.29 4.68
C: -1.64 -3.50 4.28
O: -2.64 -3.01 4.73
O: -1.60 -4.33 3.23
C: -2.88 -4.74 2.73
H: 0.04 -4.11 7.20
H: -0.38 -2.59 7.99
H: -1.62 -3.52 7.15
H: 0.79 -2.14 5.85
H: -0.89 -1.57 5.75
H: -3.50 -3.87 2.50
H: -3.40 -5.37 3.45
H: -2.68 -5.31 1.83

Okay, here come the Mulliken numbers, in e, for every atom: C -0.987; C 0.699; O -0.442; O -0.329; C 0.124; O -0.406; C -0.792; C 0.351; C -0.663; O -0.456; C -0.454; C -0.333; N -0.215; H 0.239; H 0.358; H 0.353; H 0.437; H 0.350; H 0.407; H 0.450; H 0.318; H 0.318; H 0.395; H 0.421; H 0.155; H 0.300; H 0.382; C -1.147; C 0.126; O -0.421; C 0.738; O -0.559; O -0.349; C -0.636; H 0.316; H 0.291; H 0.381; H 0.274; H 0.185; H 0.299; H 0.296; H 0.223; C -1.126; C -0.188; O -0.345; C 0.775; O -0.540; O -0.334; C -0.657; H 0.303; H 0.362; H 0.328; H 0.289; H 0.313; H 0.275; H 0.308; H 0.241

ORCA calculation (the ωB97M-V functional and the def2-TZVPD basis) on a 3-piece molecular cluster, C16H30NO8S2 overall.

Results
* DFT total energy: -2080.4722 hartree
* highest occupied orbital energy: -12.98 eV
* total charge: +1
* energy above the lowest of the compared OMol25 structures with the same formula, charge and spin: 0.0 kJ/mol

Geometry (Å):
C: 5.41 1.27 1.42
C: 6.20 2.54 1.05
C: 5.28 3.72 0.72
O: 5.06 4.03 -0.42
O: 4.79 4.38 1.82
C: 3.44 4.79 1.67
C: 2.46 3.77 2.30
C: 1.88 2.76 1.31
C: 1.49 1.51 1.80
C: 0.93 0.57 0.96
C: 0.78 0.90 -0.37
N: 1.17 2.09 -0.80
C: 1.71 3.03 -0.01
H: 4.91 1.34 2.39
H: 6.14 0.46 1.51
H: 4.70 0.97 0.63
H: 6.76 2.86 1.94
H: 6.88 2.36 0.23
H: 3.33 5.70 2.26
H: 3.17 5.06 0.65
H: 1.61 4.37 2.67
H: 2.90 3.29 3.17
H: 1.61 1.25 2.85
H: 0.59 -0.41 1.30
H: 0.33 0.20 -1.11
H: 1.05 2.30 -1.78
H: 1.99 3.96 -0.47
O: -0.71 -1.34 -3.03
S: -0.53 -2.77 -3.00
O: 0.52 -3.41 -3.74
O: -1.91 -3.47 -3.35
C: -2.56 -3.11 -4.59
C: -1.90 -3.74 -5.80
C: -0.44 -3.28 -1.33
H: -2.62 -2.02 -4.69
H: -3.59 -3.48 -4.51
H: -0.90 -3.33 -5.95
H: -2.48 -3.55 -6.70
H: -1.79 -4.82 -5.66
H: -1.25 -2.82 -0.78
H: 0.52 -2.95 -0.94
H: -0.49 -4.37 -1.28
O: -3.12 -1.71 0.24
S: -3.80 -0.77 1.08
O: -3.11 -0.08 2.12
O: -5.10 -1.45 1.67
C: -4.96 -2.70 2.39
C: -4.39 -2.49 3.78
C: -4.62 0.42 0.07
H: -4.35 -3.40 1.81
H: -5.96 -3.12 2.46
H: -3.35 -2.14 3.74
H: -4.40 -3.43 4.33
H: -4.96 -1.75 4.32
H: -5.18 -0.10 -0.71
H: -3.86 1.06 -0.37
H: -5.29 1.01 0.69

Okay, here come the Mulliken numbers, in e, for every atom: C -0.969; C -0.417; C 0.646; O -0.555; O -0.365; C -0.647; C -0.861; C 0.567; C -0.457; C -0.538; C -0.497; N 0.117; C -0.371; H 0.240; H 0.377; H 0.234; H 0.292; H 0.344; H 0.387; H 0.361; H 0.465; H 0.415; H 0.486; H 0.465; H 0.594; H 0.341; H 0.337; O -0.670; S 1.267; O -0.635; O -0.240; C -0.334; C -1.013; C -0.689; H 0.312; H 0.280; H 0.302; H 0.389; H 0.273; H 0.090; H 0.350; H 0.386; O -0.610; S 1.203; O -0.636; O -0.299; C -0.301; C -0.978; C -0.972; H 0.278; H 0.285; H 0.275; H 0.394; H 0.274; H 0.319; H 0.344; H 0.366

ORCA calculation (the ωB97M-V functional and the def2-TZVPD basis) on one molecule with the formula C16H30O2.

Results
* DFT total energy: -778.1445 hartree
* highest occupied orbital energy: -9.21 eV
* total charge: 0
* energy above the lowest of the compared OMol25 structures with the same formula, charge and spin: 10.3 kJ/mol
* SMILES: CCCCCC/C=C\CCCCCCCC(=O)O

Geometry (Å):
C: -2.48 -0.93 2.56
C: -2.05 -2.36 2.86
C: -0.62 -2.67 2.40
C: 0.45 -2.05 3.30
C: 1.86 -2.27 2.75
H: 2.58 -2.18 3.56
C: 2.22 -1.25 1.66
C: 2.58 0.07 2.26
C: 1.89 1.20 2.25
C: 0.57 1.47 1.60
H: 0.14 0.57 1.18
C: 0.71 2.54 0.51
C: 1.27 1.98 -0.80
C: 0.19 1.33 -1.66
C: 0.74 0.79 -2.97
C: -0.34 0.23 -3.90
C: -1.24 1.32 -4.47
C: -2.19 0.78 -5.51
O: -2.21 -0.34 -5.95
O: -3.05 1.73 -5.91
H: -3.65 1.37 -6.59
H: -1.84 1.80 -3.70
H: -0.64 2.09 -4.95
H: 0.13 -0.30 -4.73
H: -0.95 -0.50 -3.35
H: 1.46 0.00 -2.75
H: 1.28 1.58 -3.49
H: -0.28 0.51 -1.11
H: -0.58 2.07 -1.86
H: 2.06 1.26 -0.57
H: 1.72 2.79 -1.37
H: -0.27 2.99 0.31
H: 1.36 3.34 0.88
H: -0.11 1.85 2.37
H: 2.32 2.06 2.75
H: 3.53 0.06 2.80
H: 3.08 -1.63 1.10
H: 1.39 -1.15 0.96
H: 1.93 -3.28 2.35
H: 0.28 -0.98 3.42
H: 0.37 -2.50 4.30
H: -0.48 -3.75 2.39
H: -0.50 -2.31 1.38
H: -2.74 -3.05 2.36
H: -2.13 -2.55 3.94
H: -2.41 -0.73 1.49
H: -1.85 -0.22 3.08
H: -3.51 -0.77 2.87

Okay, here come the Mulliken numbers, in e, for every atom: C -1.018; C -0.610; C -0.430; C -0.407; C -0.900; H 0.413; C -0.413; C -0.445; C -0.456; C 0.199; H -0.351; C -1.091; C -0.574; C -0.244; C -0.700; C -0.562; C -0.389; C 0.400; O -0.562; O -0.433; H 0.345; H 0.258; H 0.252; H 0.367; H 0.294; H 0.353; H 0.307; H 0.100; H 0.190; H 0.240; H 0.446; H 0.422; H 0.440; H 0.390; H 0.364; H 0.408; H 0.425; H 0.057; H 0.378; H 0.152; H 0.381; H 0.343; H 0.169; H 0.334; H 0.301; H 0.215; H 0.246; H 0.395

ORCA calculation (the ωB97M-V functional and the def2-TZVPD basis) on C16H30O3Si2Tl as an isolated structure.

Results
* DFT total energy: -1603.6722 hartree
* highest occupied orbital energy: -17.03 eV
* total charge: +3
* energy above the lowest of the compared OMol25 structures with the same formula, charge and spin: 211.3 kJ/mol

Geometry (Å):
C: 1.59 4.97 -1.36
C: 0.05 4.60 -1.25
C: -0.21 3.31 -0.32
C: -1.72 2.93 -0.53
Si: -2.36 1.54 0.65
C: -1.46 1.51 2.34
C: -2.15 0.40 3.26
C: -1.36 0.22 4.65
C: 0.03 -0.55 4.46
O: -0.29 -1.95 4.09
O: -2.46 0.01 -0.16
Si: -1.02 -0.86 -0.24
O: 0.38 0.01 0.12
C: -0.90 -1.57 -2.03
C: 0.27 -2.52 -2.29
C: -0.13 -4.00 -2.66
C: 0.83 -5.04 -2.98
C: 2.25 -4.69 -2.97
C: 2.67 -3.24 -2.59
C: 4.18 -2.90 -2.60
C: 1.69 -2.19 -2.27
H: 2.13 4.74 -0.40
H: 2.04 4.29 -2.14
H: 1.71 6.05 -1.67
H: -0.60 5.47 -0.96
H: -0.28 4.30 -2.29
H: 0.03 3.64 0.72
H: 0.52 2.54 -0.72
H: -2.32 3.84 -0.24
H: -1.96 2.73 -1.61
H: -3.75 1.92 0.96
H: -0.35 1.45 2.28
H: -1.72 2.50 2.83
H: -2.32 -0.58 2.72
H: -3.18 0.77 3.54
H: -1.97 -0.32 5.43
H: -1.20 1.27 5.04
H: 0.56 -0.57 5.45
H: 0.59 -0.02 3.65
H: -0.44 -1.89 3.12
H: -1.07 -1.97 0.74
H: 0.85 0.24 -0.71
H: -1.86 -2.11 -2.25
H: -0.74 -0.68 -2.72
H: -1.21 -4.29 -2.70
H: 0.51 -6.09 -3.24
H: 3.03 -5.44 -3.24
H: 4.29 -1.83 -2.93
H: 4.70 -3.09 -1.62
H: 4.64 -3.51 -3.44
H: 2.01 -1.15 -2.01
Tl: -2.54 -2.22 3.14

Okay, here come the Mulliken numbers, in e, for every atom: C -1.059; C -0.616; C -0.012; C -0.731; Si 0.254; C -0.660; C -0.729; C -0.851; C -0.249; O -0.545; O -0.310; Si 0.840; O -0.349; C -0.721; C 0.881; C -0.280; C -0.803; C -0.207; C 0.608; C -1.132; C -0.422; H 0.283; H 0.280; H 0.345; H 0.402; H 0.305; H 0.278; H -0.058; H 0.426; H 0.436; H -0.148; H 0.397; H 0.515; H 0.288; H 0.485; H 0.401; H 0.411; H 0.380; H 0.225; H 0.350; H -0.332; H 0.145; H 0.530; H 0.437; H 0.383; H 0.437; H 0.475; H 0.381; H 0.357; H 0.422; H 0.269; Tl 0.589